# 1
{"formula": "C6H10ClN3", "method": "wB97M-V/def2-TZVPD", "homo_energy_ev": -8.13, "homo_lumo_gap_ha": 0.3229, "lumo_energy_ev": 0.65, "symbols": ["Cl", "N", "N", "N", "C", "C", "C", "C", "C", "C", "H", "H", "H", "H", "H", "H", "H", "H", "H", "H"], "positions_angstrom": [[2.26416, 0.96877, -1.31361], [2.11308, -0.57208, 0.66629], [-1.43612, 0.87268, -0.60204], [1.46323, 1.56733, 1.16718], [-1.85660, 2.05208, 0.06797], [1.77343, -1.72429, 0.34557], [-0.42888, 0.17450, -0.45072], [0.34572, -2.09208, -0.07290], [-0.19256, -1.14133, -1.21300], [1.36799, 0.51461, 0.28195], [-1.02632, -1.46666, -1.74015], [0.60841, -1.10101, -1.87103], [2.50170, -2.51439, 0.52175], [0.65250, 2.14700, 1.09833], [0.37331, -3.13883, -0.49564], [1.96990, 1.48138, 2.11512], [-0.23541, -2.07483, 0.89459], [-3.01156, 2.11376, -0.04147], [-1.51018, 2.12752, 1.07860], [-1.46481, 2.92990, -0.47349]], "nbo_charge": [-0.16, -0.48, -0.46, -0.86, -0.44, 0.19, 0.37, -0.48, -0.47, 0.29, 0.22, 0.23, 0.18, 0.38, 0.22, 0.41, 0.23, 0.21, 0.19, 0.21]}

# 2
{"formula": "C14H6N3O10PdSSe3Te", "method": "wB97M-V/def2-TZVPD", "charge": -1, "homo_energy_ev": [-5.37, -5.66], "homo_lumo_gap_ha": [0.2481, 0.2009], "lumo_energy_ev": [1.38, -0.20], "multiplicity": 5, "symbols": ["Te", "Pd", "Se", "Se", "Se", "S", "O", "O", "O", "O", "O", "O", "O", "O", "O", "O", "N", "N", "N", "C", "C", "C", "C", "C", "C", "C", "C", "C", "C", "C", "C", "C", "C", "H", "H", "H", "H", "H", "H"], "positions_angstrom": [[1.67826, -1.76542, -3.21625], [0.46268, 0.90635, 0.54831], [-0.09602, -4.06359, -2.24907], [0.96910, -0.91376, -0.94382], [-0.66834, -2.53839, -0.62227], [1.67580, 2.20419, -1.71930], [-2.36419, 2.96202, 6.65079], [1.14496, 0.20550, 2.37045], [-1.40758, -2.30803, 2.56387], [0.93665, 4.20761, 3.37972], [-1.16324, -0.59830, 1.13226], [1.53393, 2.78511, 1.89054], [2.51769, 1.43144, -0.80606], [1.82346, 1.88925, -3.10705], [-1.09199, 3.09829, 0.42821], [-3.30275, 1.02836, 6.51829], [-2.48700, 1.85655, 6.14234], [0.93536, 3.07353, 2.93358], [0.12508, 2.06151, -1.21092], [0.68318, 5.50642, 0.05122], [-1.80324, 0.27237, 4.37454], [-1.17864, -1.13665, 2.32775], [0.19951, 0.71611, 3.06507], [2.93654, 4.77676, -1.48929], [-0.95111, -0.07883, 3.37801], [2.84878, 6.03004, -0.89663], [0.76945, 4.26179, -0.54478], [1.73434, 6.38977, -0.14403], [-0.17024, 3.11361, -0.38138], [-1.61175, 1.49965, 5.05087], [1.87235, 3.91941, -1.30906], [-0.68742, 2.40990, 4.60184], [0.18639, 2.05732, 3.57865], [-0.65954, 3.41091, 5.00493], [3.66575, 6.73201, -1.00065], [3.80359, 4.47214, -2.06018], [-0.17210, 5.75278, 0.66522], [-2.65254, -0.34250, 4.63717], [1.70424, 7.37081, 0.31243]], "mulliken_spin": [0.89, 1.32, 0.72, 0.22, 0.38, 0.02, 0.01, 0.06, 0.02, 0.03, 0.13, 0.00, 0.04, 0.00, 0.05, 0.00, 0.00, 0.00, 0.11, 0.00, -0.01, 0.01, -0.02, 0.00, 0.05, 0.00, -0.02, 0.00, -0.01, 0.02, 0.01, -0.02, -0.02, 0.00, 0.00, 0.00, 0.00, 0.00, 0.00]}

The following energy values (in eV) correspond, in order, to the records above: -23373.899, -257202.340.